1.
Entry from the Open Molecules 2025 dataset: a 11-piece molecular cluster, C24H51NO16 overall (ωB97M-V/def2-TZVPD).

## Properties
Molar mass ... 609.7 g/mol
HOMO energy ... -9.3391 eV

```
! wB97M-V def2-TZVPD RIJCOSX def2/J DEFGRID3
* xyz 0 1
O -4.65 1.44 4.73
N -4.45 1.46 3.55
O -3.77 0.30 3.25
C -3.23 0.47 1.89
C -2.08 -0.62 1.60
C -0.77 -0.10 0.96
C 0.36 -1.14 0.63
C 0.17 -2.64 0.97
C -1.14 -3.17 1.61
C -2.29 -2.13 1.91
C -3.63 -2.74 2.52
C -4.98 -2.28 1.80
C -4.97 -2.38 0.21
O -6.01 -1.98 -0.39
O -3.93 -2.91 -0.60
C 1.34 -3.70 0.66
O 1.10 -4.93 0.59
C 2.80 -3.05 0.48
C 2.98 -1.68 0.15
C 1.72 -0.71 -0.08
O 1.80 0.32 -0.81
H -2.71 1.48 1.88
H -4.06 0.38 1.11
H -0.60 0.99 0.70
H -1.29 -4.27 1.87
H -3.68 -2.35 3.61
H -3.57 -3.88 2.60
H -5.80 -3.00 2.16
H -5.35 -1.24 2.09
H -3.27 -2.17 -0.70
H 3.69 -3.74 0.65
H 4.04 -1.22 0.04
C 2.75 1.34 -4.13
O 1.43 1.23 -3.64
H 2.72 1.68 -5.17
H 3.31 2.07 -3.54
H 3.24 0.37 -4.09
H 1.49 0.93 -2.73
C 5.74 1.12 -2.36
O 6.85 0.80 -1.53
H 4.88 1.32 -1.72
H 5.97 2.01 -2.95
H 5.52 0.28 -3.01
H 7.60 0.63 -2.12
C 6.99 4.57 -0.17
O 7.83 3.68 0.53
H 7.10 5.57 0.25
H 7.28 4.60 -1.23
H 5.95 4.25 -0.08
H 7.72 2.80 0.13
C 5.41 -1.55 -5.58
O 6.39 -0.94 -4.75
H 4.59 -1.89 -4.95
H 5.03 -0.82 -6.30
H 5.84 -2.40 -6.11
H 7.11 -0.64 -5.33
C -4.26 2.09 -2.22
O -4.47 1.67 -0.88
H -3.57 2.93 -2.22
H -3.84 1.27 -2.80
H -5.21 2.41 -2.66
H -5.09 0.93 -0.90
C 3.68 -7.27 -0.09
O 4.93 -6.76 0.36
H 3.69 -7.33 -1.18
H 3.53 -8.27 0.32
H 2.87 -6.61 0.23
H 4.89 -6.72 1.32
C -8.53 3.35 -3.61
O -7.12 3.29 -3.54
H -8.95 2.94 -2.70
H -8.85 4.39 -3.72
H -8.89 2.77 -4.47
H -6.77 3.66 -4.36
C 6.58 7.72 2.53
O 7.42 6.82 3.23
H 6.69 8.72 2.95
H 6.87 7.74 1.47
H 5.54 7.39 2.62
H 7.31 5.95 2.84
C -2.67 -4.72 6.21
O -3.11 -3.66 5.38
H -2.70 -5.65 5.65
H -1.64 -4.54 6.54
H -3.33 -4.81 7.08
H -3.07 -2.85 5.90
C -7.75 2.18 1.72
O -6.34 2.12 1.81
H -8.18 1.77 2.64
H -8.07 3.22 1.60
H -8.10 1.58 0.87
H -5.99 2.48 0.99
*
```



2.
Entry from the Open Molecules 2025 dataset: a 3-piece molecular cluster, C35H53FN2O7S overall (ωB97M-V/def2-TZVPD).

## Properties
Molar mass ... 664.9 g/mol
HOMO energy ... -9.1289 eV

```
! wB97M-V def2-TZVPD RIJCOSX def2/J DEFGRID3
* xyz 0 1
C 0.06 -0.05 2.00
C 0.37 -0.36 0.43
C 0.40 1.09 -0.30
F 1.74 1.68 -0.19
C 0.05 1.03 -1.85
C 1.01 0.36 -2.89
C 2.40 -0.37 -2.45
C 3.64 0.07 -3.37
O 4.80 -0.68 -2.92
C 5.49 0.03 -1.89
C 5.09 -0.08 -0.34
O 6.46 0.78 -2.18
C 0.71 0.32 -4.43
C -0.61 0.93 -5.02
C -1.57 1.57 -4.00
C -1.26 1.63 -2.45
C -2.40 2.33 -1.55
O -2.17 3.07 -0.57
C -3.91 2.02 -2.04
C -5.04 1.75 -0.95
C -6.19 2.88 -0.86
C -7.64 2.42 -1.37
C -8.18 1.04 -0.75
C -9.54 0.68 -1.57
C -9.97 -0.87 -1.35
C -9.01 -1.91 -2.09
S -9.46 -3.70 -1.70
C -7.80 -4.48 -1.39
N -7.32 -5.21 -0.24
N -6.03 -5.50 -0.61
C -5.65 -5.00 -1.90
O -6.81 -4.34 -2.40
C -4.19 1.96 -3.45
C -5.62 1.63 -4.07
C -2.98 2.19 -4.49
O -3.11 2.82 -5.57
H 0.22 1.04 2.28
H -1.04 -0.30 2.20
H 0.79 -0.66 2.66
H 1.39 -0.87 0.37
H -0.43 -1.03 -0.05
H -0.28 1.76 0.32
H 2.22 -1.49 -2.66
H 2.58 -0.29 -1.33
H 3.75 1.20 -3.29
H 3.44 -0.20 -4.46
H 4.36 -0.97 -0.22
H 4.48 0.87 -0.08
H 5.99 -0.20 0.34
H 1.42 -0.19 -5.16
H -0.88 0.92 -6.13
H -4.52 1.70 0.08
H -5.43 0.69 -1.13
H -5.87 3.76 -1.53
H -6.20 3.32 0.21
H -8.38 3.24 -1.02
H -7.74 2.41 -2.52
H -8.50 1.18 0.34
H -7.49 0.14 -0.89
H -9.35 0.79 -2.71
H -10.41 1.35 -1.27
H -10.08 -1.09 -0.23
H -11.01 -0.98 -1.84
H -9.05 -1.76 -3.24
H -7.92 -1.75 -1.79
H -4.62 -5.11 -2.37
H -5.45 0.94 -4.97
H -6.18 0.98 -3.29
H -6.21 2.58 -4.32
C 2.80 2.47 5.30
C 3.31 1.04 5.23
O 3.49 0.56 3.91
C 4.42 1.27 3.10
C 5.83 1.27 3.65
H 1.87 2.57 4.72
H 2.60 2.75 6.34
H 3.52 3.18 4.89
H 2.59 0.38 5.71
H 4.24 0.93 5.81
H 4.06 2.29 2.92
H 4.42 0.77 2.13
H 5.90 1.81 4.60
H 6.52 1.75 2.95
H 6.17 0.24 3.83
C 10.14 -1.69 5.01
C 8.97 -2.64 4.82
O 8.06 -2.23 3.81
C 8.59 -2.10 2.49
C 9.14 -3.41 1.94
H 9.78 -0.67 5.20
H 10.75 -2.00 5.86
H 10.78 -1.64 4.13
H 8.40 -2.69 5.75
H 9.32 -3.66 4.62
H 9.34 -1.31 2.46
H 7.76 -1.77 1.86
H 10.01 -3.75 2.51
H 9.45 -3.27 0.90
H 8.39 -4.19 1.99
*
```



3.
Entry from the Open Molecules 2025 dataset: C2NaO4 as an isolated structure (ωB97M-V/def2-TZVPD).

## Properties
<S²> ... 0.7533
Molar mass ... 111.0 g/mol
HOMO energy (alpha / beta) ... -6.8260 / -9.6829 eV

```
! wB97M-V def2-TZVPD RIJCOSX def2/J DEFGRID3
* xyz 0 2
C -1.58 -0.53 0.00
O -2.61 0.16 0.01
O -1.48 -1.76 -0.02
Na -3.81 -1.82 -0.02
O 2.00 1.29 0.01
O 4.32 1.34 0.03
C 3.16 1.31 0.00
*
```



4.
Entry from the Open Molecules 2025 dataset: a 14-piece molecular cluster, C4H34NO15 overall (ωB97M-V/def2-TZVPD).

## Properties
Molar mass ... 336.3 g/mol
HOMO energy ... -6.2429 eV

```
! wB97M-V def2-TZVPD RIJCOSX def2/J DEFGRID3
* xyz -1 1
C 1.30 -2.67 1.51
C 1.85 -1.38 1.02
N 1.03 -0.62 0.24
C -0.27 -0.96 -0.31
C -1.14 0.31 -0.32
O -0.53 1.31 -1.05
O 3.02 -1.05 1.19
H 1.87 -3.57 1.23
H 0.29 -2.95 1.23
H 1.30 -2.84 2.59
H 1.48 0.12 -0.28
H -0.20 -1.37 -1.33
H -0.75 -1.75 0.25
H -2.14 0.06 -0.69
H -1.24 0.59 0.76
H 2.53 2.07 0.33
H 2.86 0.90 1.31
O 2.61 1.83 1.26
H -1.14 -2.02 3.08
H -2.44 -2.41 2.35
O -1.60 -2.75 2.67
H -2.35 1.31 -3.00
H -1.80 0.15 -3.76
O -2.64 0.49 -3.42
H 0.87 1.99 3.45
H 0.59 1.76 1.87
O 0.42 1.50 2.77
H -0.03 0.80 -2.42
H 0.77 1.15 -3.63
O 0.28 0.38 -3.31
H -0.91 2.69 -2.31
H -1.95 3.67 -1.73
O -1.60 3.33 -2.56
H -3.00 -0.86 -2.35
H -2.44 -2.34 -2.49
O -2.97 -1.76 -1.96
H 1.33 2.08 -1.11
H 2.65 1.59 -1.74
O 2.17 2.39 -1.50
H -0.18 -3.84 -1.73
H -1.02 -3.69 -0.47
O -1.08 -3.83 -1.41
H 1.96 -0.83 -2.56
H 3.56 -0.65 -2.35
O 2.73 -0.93 -1.98
H -2.50 0.66 2.31
H -1.14 0.87 2.92
O -2.06 0.54 3.16
H -0.70 -0.77 4.37
H 0.51 -0.23 3.55
O 0.25 -0.83 4.26
H -0.69 2.77 -0.22
H -0.65 3.25 1.27
O -0.68 3.58 0.37
*
```



Number 1: DFT total energy -2203.176815 Ha. Number 2: DFT total energy -2499.230683 Ha. Number 3: DFT total energy -539.506709 Ha. Number 4: DFT total energy -1356.280423 Ha.